C12H13N3O3S2 | wB97M-V/def2-TZVPD

CARTESIAN COORDINATES (ANGSTROEM)
C: 2.28 3.44 4.21
C: 1.72 2.31 3.40
C: 0.85 2.56 2.34
C: 0.31 1.52 1.61
C: 0.64 0.22 1.94
S: -0.01 -1.13 0.97
O: 0.00 -2.33 1.76
O: -1.24 -0.74 0.35
C: 1.27 -1.31 -0.36
C: 0.75 -2.34 -1.31
O: 1.16 -3.48 -1.33
N: -0.26 -1.97 -2.16
C: -0.95 -0.81 -2.38
N: -2.07 -0.83 -3.02
N: -2.58 0.37 -3.23
C: -1.89 1.35 -2.78
C: -2.26 2.78 -2.87
S: -0.40 0.81 -1.99
C: 1.50 -0.05 2.98
C: 2.04 1.00 3.71
H: 3.31 3.23 4.50
H: 1.70 3.57 5.12
H: 2.25 4.37 3.65
H: 0.59 3.58 2.09
H: -0.38 1.70 0.80
H: 1.42 -0.33 -0.80
H: 2.17 -1.68 0.13
H: -0.68 -2.76 -2.65
H: -1.47 3.34 -3.36
H: -3.18 2.87 -3.44
H: -2.41 3.19 -1.88
H: 1.73 -1.08 3.22
H: 2.71 0.79 4.53

Values from the calculation:
SMILES: Cc1ccc(S(=O)(=O)CC(=O)Nc2nnc(C)s2)cc1
energy: -1651.4196 hartree
highest occupied orbital energy: -9.144 eV
strongest force on any atom: 1.83 eV Å⁻¹
orbital gap: 9.3 eV
total charge: 0
M: 311.39 u

---

C12H13NO | wB97M-V/def2-TZVPD

CARTESIAN COORDINATES (ANGSTROEM)
C: -0.69 3.94 2.01
C: -0.54 2.28 0.33
C: -0.96 1.69 -0.88
C: -0.59 0.38 -1.19
C: -0.09 -0.59 -0.23
C: 0.29 -1.99 -0.70
C: 0.08 -2.56 -2.02
C: 0.66 -2.77 0.18
C: 0.92 -2.17 1.62
C: 0.86 -0.91 1.95
C: 0.20 -0.02 0.99
C: -0.19 1.34 1.31
H: -0.43 5.11 1.64
H: 0.32 3.32 2.99
H: -2.03 3.61 2.43
H: -1.27 2.38 -1.55
H: -0.82 -0.11 -2.14
H: 0.84 -3.51 -1.94
H: -1.21 -3.09 -2.20
H: 1.62 -1.07 -3.19
H: 0.14 -1.73 -4.16
H: 1.01 -3.80 -0.32
H: 1.22 -3.07 2.28
H: 1.06 -0.56 2.95
H: -0.37 1.76 2.42
N: 0.51 -1.46 -3.12
O: -0.54 3.64 0.55

Values from the calculation:
energy: -594.6996 hartree
highest occupied orbital energy: -8.158 eV
strongest force on any atom: 9.65 eV Å⁻¹
orbital gap: 8.6 eV
total charge: 0
M: 187.24 u

---

C12H13NO2 | wB97M-V/def2-TZVPD

CARTESIAN COORDINATES (ANGSTROEM)
C: -1.91 -1.16 -1.03
N: -1.43 -0.09 -0.01
C: -2.12 1.21 -0.43
C: -1.93 -0.48 1.31
C: -0.05 0.07 0.02
C: 0.74 1.17 0.00
O: 0.37 2.38 0.02
C: 2.13 0.71 -0.15
C: 3.28 1.42 -0.21
C: 4.52 0.89 -0.19
C: 4.64 -0.50 -0.04
C: 3.46 -1.31 -0.03
C: 2.21 -0.76 -0.05
C: 0.91 -1.34 0.11
O: 0.56 -2.48 0.26
H: -3.06 -1.08 -1.12
H: -1.58 -0.99 -2.02
H: -1.66 -2.15 -0.82
H: -3.22 0.98 -0.48
H: -1.82 2.00 0.21
H: -1.70 1.39 -1.41
H: -2.94 -0.90 1.46
H: -1.32 -1.27 1.83
H: -2.12 0.53 1.86
H: 3.28 2.53 -0.24
H: 5.37 1.65 -0.34
H: 5.58 -0.99 -0.28
H: 3.59 -2.36 0.09

Values from the calculation:
SMILES: C[N+](C)(C)C1=C([O-])c2ccccc2C1=O
energy: -670.1780 hartree
highest occupied orbital energy: -7.506 eV
strongest force on any atom: 6.31 eV Å⁻¹
orbital gap: 7.5 eV
total charge: 0
M: 203.24 u

---

C12H13NS | wB97M-V/def2-TZVPD

CARTESIAN COORDINATES (ANGSTROEM)
C: 5.05 -0.09 -0.37
C: 3.52 0.07 -0.34
C: 3.09 1.31 0.45
C: 1.64 1.58 0.45
C: 0.77 0.46 0.03
N: -0.63 0.50 0.40
C: -1.46 -0.61 0.10
C: -3.01 -0.30 -0.06
C: -4.12 -0.90 0.69
C: -5.30 -0.24 0.40
C: -5.26 0.73 -0.59
S: -3.51 1.07 -0.98
C: 1.22 -0.56 -0.81
C: 2.67 -0.73 -0.78
H: 5.23 -0.19 0.83
H: 5.26 -1.07 -0.82
H: 5.75 0.57 -0.96
H: 3.85 1.82 1.22
H: 1.33 2.34 1.15
H: -0.95 1.01 1.33
H: -1.25 -0.88 -1.01
H: -0.96 -1.52 0.69
H: -4.06 -1.66 1.43
H: -6.11 -0.88 0.89
H: -6.20 1.32 -1.15
H: 0.42 -1.55 -0.73
H: 3.02 -1.56 -1.45

Values from the calculation:
SMILES: Cc1ccc(NCc2cccs2)cc1
energy: -917.7982 hartree
highest occupied orbital energy: -7.972 eV
strongest force on any atom: 10.93 eV Å⁻¹
orbital gap: 8.7 eV
total charge: 0
M: 203.31 u

---

C12H13OP | wB97M-V/def2-TZVPD

CARTESIAN COORDINATES (ANGSTROEM)
C: 0.36 2.67 1.39
C: 0.33 2.18 0.02
C: 1.30 2.26 -0.91
C: 1.15 1.37 -2.10
C: 0.17 0.49 -2.03
C: -0.02 -0.64 -2.97
P: -0.82 0.86 -0.54
O: -2.30 1.10 -0.84
C: -0.59 -0.53 0.61
C: 0.66 -1.10 0.84
C: 0.75 -2.12 1.71
C: -0.41 -2.76 2.14
C: -1.64 -2.26 1.78
C: -1.76 -1.05 1.07
H: -0.52 3.19 1.73
H: 1.22 3.39 1.56
H: 0.50 1.84 1.96
H: 2.10 3.03 -0.83
H: 1.79 1.37 -2.85
H: -1.12 -0.95 -3.10
H: 0.59 -1.59 -2.67
H: 0.32 -0.38 -4.02
H: 1.62 -0.56 0.67
H: 1.67 -2.66 1.95
H: -0.21 -3.71 2.67
H: -2.55 -2.88 2.12
H: -2.58 -0.56 0.65

Values from the calculation:
SMILES: CC1=CC=C(C)P1(=O)c1ccccc1
energy: -881.6114 hartree
highest occupied orbital energy: -8.788 eV
strongest force on any atom: 4.92 eV Å⁻¹
orbital gap: 9.0 eV
total charge: 0
M: 204.21 u

---

C12H14BF4IN2Pb | wB97M-V/def2-TZVPD

CARTESIAN COORDINATES (ANGSTROEM)
C: 2.46 3.22 1.26
C: 3.39 1.65 0.60
H: 1.94 3.74 0.44
H: 3.38 3.80 1.45
H: 2.01 3.05 2.25
H: 3.09 1.17 -0.35
H: 4.27 2.26 0.30
H: 3.67 1.03 1.46
C: -2.55 1.37 -0.55
C: -3.85 1.09 -0.98
C: -4.06 -0.09 -1.69
C: -2.97 -0.95 -1.90
H: -2.33 2.28 0.02
H: -4.64 1.79 -0.74
H: -5.04 -0.36 -2.08
H: -3.07 -1.88 -2.46
N: -1.51 0.57 -0.77
C: -1.70 -0.61 -1.37
C: -0.56 -1.56 -1.39
N: 0.58 -1.16 -0.79
C: 1.57 -2.04 -0.63
C: 0.36 -3.76 -1.81
C: 1.52 -3.36 -1.13
H: 2.46 -1.70 -0.09
H: 2.36 -4.02 -0.97
C: -0.68 -2.85 -1.95
H: -1.60 -3.11 -2.46
H: 0.28 -4.76 -2.22
Pb: 1.16 1.55 0.73
I: -0.81 3.88 1.50
F: -0.65 -0.14 2.11
B: 0.10 -0.09 3.31
F: 0.30 -1.33 3.87
F: 1.50 0.42 2.83
F: -0.37 0.87 4.17

Values from the calculation:
energy: -1490.1612 hartree
highest occupied orbital energy: -8.188 eV
strongest force on any atom: 9.48 eV Å⁻¹
orbital gap: 7.6 eV
total charge: 0
M: 607.17 u

---

C12H14BF4IN2Zr | wB97M-V/def2-TZVPD

CARTESIAN COORDINATES (ANGSTROEM)
C: -0.02 -0.58 3.03
C: 1.67 2.31 1.10
H: -0.95 0.07 3.18
H: 0.49 -0.54 3.97
H: 0.27 -1.68 2.76
H: 1.66 2.85 0.21
H: 1.11 2.81 1.93
H: 2.64 1.93 1.44
C: -1.63 -2.25 0.67
C: -2.52 -3.13 0.08
C: -2.68 -3.10 -1.31
C: -1.99 -2.21 -2.11
H: -1.44 -2.15 1.76
H: -3.06 -3.82 0.74
H: -3.36 -3.78 -1.79
H: -2.08 -2.13 -3.20
N: -0.88 -1.43 -0.14
C: -1.08 -1.33 -1.50
C: -0.29 -0.30 -2.25
N: 0.52 0.55 -1.52
C: 1.22 1.59 -2.08
C: 0.44 0.85 -4.22
C: 1.21 1.74 -3.46
H: 1.78 2.22 -1.37
H: 1.81 2.54 -3.88
C: -0.32 -0.16 -3.64
H: -0.93 -0.87 -4.19
H: 0.42 0.95 -5.29
Zr: 0.24 0.43 0.79
I: -1.95 1.83 0.76
F: 1.38 0.61 2.41
B: 2.06 1.52 4.22
F: 2.84 0.40 4.38
F: 2.60 2.68 3.72
F: 0.83 1.60 4.82

Values from the calculation:
energy: -1343.7420 hartree
highest occupied orbital energy (spin up / spin down): -15.966 / -15.965 eV
strongest force on any atom: 3.63 eV Å⁻¹
orbital gap (spin up / spin down): 5.8 / 5.8 eV
total charge: +2
M: 491.19 u

---

C12H14BN | wB97M-V/def2-TZVPD

CARTESIAN COORDINATES (ANGSTROEM)
C: -1.16 -0.40 2.86
B: -0.45 -0.58 1.65
C: 0.38 -0.92 0.39
C: 0.83 -2.34 0.27
C: 1.22 -2.94 -0.85
C: 1.62 -4.38 -0.95
C: 0.79 0.04 -0.47
C: 0.19 1.40 -0.40
C: 0.88 2.30 0.42
C: 0.36 3.57 0.62
C: -0.83 3.95 0.01
C: -1.52 3.06 -0.77
C: -1.05 1.76 -0.93
N: -1.83 0.91 -1.72
H: -1.00 0.12 3.72
H: -2.04 -0.96 3.05
H: 0.96 -2.93 1.27
H: 1.27 -2.28 -1.81
H: 2.39 -4.45 -1.56
H: 0.78 -4.82 -1.41
H: 1.90 -4.69 -0.04
H: 1.53 -0.34 -1.06
H: 1.66 2.01 0.91
H: 0.91 4.12 1.32
H: -1.17 5.03 0.20
H: -2.54 3.11 -1.23
H: -1.34 0.08 -2.05
H: -2.76 0.56 -1.43

Values from the calculation:
SMILES: C=BC(/C=C/C)=C\c1ccccc1N
energy: -545.1093 hartree
highest occupied orbital energy: -8.124 eV
strongest force on any atom: 6.19 eV Å⁻¹
orbital gap: 8.1 eV
total charge: 0
M: 183.06 u

---

C12H14Br13NO2P2 | wB97M-V/def2-TZVPD

CARTESIAN COORDINATES (ANGSTROEM)
C: 0.20 -3.84 2.50
P: -0.79 -2.51 1.47
C: -1.82 -3.59 0.23
C: 0.51 -1.52 0.46
C: 0.53 -0.03 0.42
C: 1.72 0.66 -0.53
O: 1.51 1.86 -1.10
C: 3.14 -0.18 -0.80
P: 4.74 0.82 -1.24
N: 4.37 1.66 -2.61
C: 3.15 -1.69 -0.73
Br: 4.82 -2.80 -1.02
C: 1.67 -2.38 -0.39
O: 1.43 -3.62 -0.86
H: 1.18 -4.07 1.89
H: -0.48 -4.79 2.64
H: 0.48 -3.29 3.51
H: -1.11 -4.15 -0.52
H: -2.49 -4.40 0.79
H: -2.56 -2.94 -0.41
H: -0.25 0.67 0.99
H: 5.82 -0.09 -1.63
H: 5.15 1.73 -0.17
H: 4.99 1.36 -3.39
C: 3.58 -3.88 5.56
Br: 3.53 -3.83 3.62
Br: 4.91 -2.65 6.28
Br: 1.82 -3.56 6.34
H: 3.88 -4.89 5.85
C: -2.08 2.10 -2.53
Br: -3.30 3.42 -1.78
Br: -1.04 2.84 -4.00
Br: -0.95 1.30 -1.16
H: -2.70 1.30 -2.95
C: -6.18 4.27 -4.76
Br: -5.76 5.72 -5.99
Br: -7.97 4.45 -4.01
Br: -5.91 2.53 -5.58
H: -5.48 4.34 -3.92
C: -2.46 4.73 1.78
Br: -4.26 4.69 2.52
Br: -1.53 6.39 2.22
Br: -1.43 3.17 2.30
H: -2.56 4.70 0.69

Values from the calculation:
energy: -34815.3559 hartree
highest occupied orbital energy: -8.510 eV
strongest force on any atom: 9.29 eV Å⁻¹
orbital gap: 6.1 eV
total charge: 0
M: 1304.95 u

---

C12H14Br2NO6S | wB97M-V/def2-TZVPD

CARTESIAN COORDINATES (ANGSTROEM)
C: 4.56 -2.73 -0.65
C: 4.69 -1.34 -0.04
O: 6.03 -0.91 0.12
C: 3.99 -0.23 -0.83
C: 2.59 -0.03 -0.36
C: 1.47 -0.60 -0.97
S: 1.73 -1.49 -2.47
C: 0.19 -0.38 -0.44
C: -1.01 -1.06 -1.07
O: -0.96 -2.22 -1.39
O: -2.08 -0.27 -1.22
C: 0.05 0.42 0.69
Br: -1.55 0.83 1.57
C: 1.17 0.96 1.27
N: 2.38 0.73 0.75
Br: 3.80 1.49 1.67
H: 4.55 -2.71 -1.74
H: 5.36 -3.38 -0.29
H: 3.62 -3.18 -0.33
H: 4.22 -1.38 0.96
H: 6.51 -1.59 0.60
H: 3.96 -0.45 -1.89
H: 4.56 0.69 -0.71
H: 1.12 -2.61 -2.09
H: -2.87 -0.83 -1.12
H: 1.12 1.59 2.14
C: -6.43 1.84 -0.04
C: -5.19 1.42 0.72
O: -5.00 2.49 1.64
C: -6.20 3.11 1.82
O: -6.41 3.93 2.64
O: -7.11 2.64 0.93
H: -7.06 1.01 -0.35
H: -6.20 2.46 -0.91
H: -5.35 0.50 1.29
H: -4.31 1.31 0.09

Values from the calculation:
energy: -6517.8048 hartree
highest occupied orbital energy: -12.992 eV
strongest force on any atom: 0.81 eV Å⁻¹
orbital gap: 7.8 eV
total charge: +1
M: 460.12 u

---

C12H14BrN | wB97M-V/def2-TZVPD

CARTESIAN COORDINATES (ANGSTROEM)
C: -1.22 2.08 1.31
C: -0.16 1.77 0.26
C: -0.31 2.76 -0.94
N: -0.29 0.41 -0.26
C: 0.54 -0.57 0.17
C: 1.45 -0.43 1.25
C: 2.40 -1.36 1.43
C: 2.39 -2.60 0.74
C: 1.50 -2.84 -0.21
C: 0.52 -1.80 -0.56
C: -0.54 -1.99 -1.48
C: -1.48 -1.05 -1.77
C: -1.51 0.13 -0.97
Br: -3.12 -0.63 0.65
H: -2.17 1.77 1.06
H: -0.87 1.50 2.16
H: -1.21 3.08 1.40
H: 0.74 1.78 0.75
H: -1.23 2.65 -1.59
H: 0.51 2.98 -1.59
H: -0.47 3.85 -0.51
H: 1.50 0.38 1.89
H: 3.12 -1.29 2.11
H: 3.04 -3.44 0.85
H: 1.61 -3.86 -0.62
H: -0.61 -2.91 -2.01
H: -2.21 -1.43 -2.47
H: -1.92 1.07 -1.04

Values from the calculation:
SMILES: CC(C)N1c2ccccc2C=C[C@H]1Br
energy: -3094.3569 hartree
highest occupied orbital energy (spin up / spin down): -7.744 / -7.744 eV
strongest force on any atom: 4.51 eV Å⁻¹
orbital gap (spin up / spin down): 7.5 / 7.5 eV
total charge: 0
M: 252.16 u

---

C12H14CuI2N3O | wB97M-V/def2-TZVPD

CARTESIAN COORDINATES (ANGSTROEM)
Cu: -0.05 -0.22 0.13
I: 1.31 -4.13 -2.79
C: 1.46 -2.08 -3.16
C: 1.99 -1.62 -4.36
C: 2.09 -0.27 -4.62
I: 2.91 0.33 -6.45
C: 1.65 0.69 -3.66
C: 1.71 2.08 -3.83
C: 1.26 2.91 -2.83
C: 0.73 2.35 -1.67
N: 0.66 1.05 -1.48
C: 1.11 0.21 -2.45
C: 1.00 -1.20 -2.16
O: 0.50 -1.60 -1.05
H: 2.33 -2.34 -5.10
H: 2.12 2.49 -4.74
H: 1.29 3.99 -2.94
H: 0.37 2.98 -0.87
N: -1.97 0.25 0.61
C: -2.06 1.49 1.40
C: -1.23 1.41 2.68
C: 0.28 1.52 2.47
N: 0.84 0.28 1.89
H: -2.49 0.34 -0.26
H: -2.41 -0.52 1.12
H: -3.10 1.72 1.66
H: -1.70 2.31 0.77
H: -1.46 0.48 3.20
H: -1.54 2.23 3.33
H: 0.76 1.76 3.41
H: 0.50 2.33 1.77
H: 0.75 -0.48 2.56
H: 1.83 0.39 1.70

Values from the calculation:
energy: -2940.8637 hartree
highest occupied orbital energy (spin up / spin down): -10.881 / -10.684 eV
strongest force on any atom: 0.66 eV Å⁻¹
spin multiplicity: 2
orbital gap (spin up / spin down): 7.7 / 5.3 eV
total charge: +1
<S²>: 0.801
M: 533.62 u

---

C12H14CuN2O4 | wB97M-V/def2-TZVPD

CARTESIAN COORDINATES (ANGSTROEM)
Cu: -1.03 0.83 -0.39
N: -1.69 2.77 -0.04
C: -2.81 2.94 -1.00
C: -2.45 2.24 -2.31
O: -2.79 2.73 -3.38
N: -1.81 1.08 -2.11
C: -0.99 0.46 -3.15
C: 0.44 0.28 -2.66
O: 1.33 -0.05 -3.43
O: 0.63 0.47 -1.37
H: -1.96 3.03 0.90
H: -0.92 3.36 -0.31
H: -3.03 3.98 -1.21
H: -3.70 2.47 -0.59
H: -0.99 1.04 -4.07
H: -1.36 -0.54 -3.39
C: -0.37 -3.20 0.39
C: -0.19 -1.77 0.80
O: -1.08 -0.96 0.52
C: 1.03 -1.37 1.53
C: 1.74 -2.33 2.26
C: 2.86 -1.97 2.99
C: 3.31 -0.65 2.97
C: 2.63 0.30 2.22
C: 1.49 -0.06 1.51
H: -1.20 -3.26 -0.32
H: -0.60 -3.81 1.26
H: 0.54 -3.58 -0.07
H: 1.40 -3.36 2.28
H: 3.40 -2.71 3.56
H: 4.19 -0.37 3.52
H: 2.99 1.32 2.18
H: 1.00 0.69 0.90

Values from the calculation:
energy: -2516.6339 hartree
highest occupied orbital energy (spin up / spin down): -8.358 / -8.419 eV
strongest force on any atom: 0.99 eV Å⁻¹
spin multiplicity: 2
orbital gap (spin up / spin down): 7.8 / 7.4 eV
total charge: 0
<S²>: 0.754
M: 313.80 u

---

C12H14FNO | wB97M-V/def2-TZVPD

CARTESIAN COORDINATES (ANGSTROEM)
N: 0.25 -0.81 -1.51
C: -0.18 -0.43 -0.50
C: -1.05 -0.22 0.62
C: -1.80 1.15 0.21
O: -1.26 2.10 -0.29
C: -3.27 0.90 0.39
C: -3.44 -0.62 0.42
C: -2.78 -1.37 -0.77
C: -2.11 -1.25 0.58
H: -0.46 -0.06 1.56
H: -3.60 1.36 1.45
H: -3.76 1.45 -0.36
H: -4.53 -0.94 0.65
H: -3.17 -2.34 -0.84
H: -2.33 -1.03 -1.70
H: -1.97 -2.14 1.09
C: 2.15 2.71 -0.62
C: 1.71 1.64 0.10
C: 2.25 0.36 0.22
F: 1.61 -0.33 1.28
C: 3.28 -0.32 -0.35
C: 3.75 -1.65 0.06
H: 1.59 3.63 -0.64
H: 2.99 2.63 -1.28
H: 0.99 1.74 0.87
H: 3.76 0.16 -1.22
H: 2.97 -2.47 -0.10
H: 4.48 -2.00 -0.52
H: 3.94 -1.85 1.19

Values from the calculation:
SMILES: N#C[C@H]1C(=O)C[C@H]2C[C@H]21.C=C/C(F)=C/C
energy: -695.3548 hartree
highest occupied orbital energy: -8.201 eV
strongest force on any atom: 6.08 eV Å⁻¹
orbital gap: 8.7 eV
total charge: 0
M: 207.25 u

---

C12H14LuN2PS | wB97M-V/def2-TZVPD

CARTESIAN COORDINATES (ANGSTROEM)
C: -0.31 0.20 -1.75
C: -0.98 1.47 -1.80
C: -0.10 2.48 -1.32
C: 1.14 1.87 -0.98
C: 1.06 0.46 -1.26
Lu: -0.12 -0.74 0.78
P: -0.64 -3.31 0.11
H: -0.61 -0.74 -2.22
H: -1.98 1.66 -2.20
H: -0.36 3.54 -1.18
H: 1.90 -0.22 -1.44
H: 2.01 2.36 -0.56
H: 0.26 -4.15 -0.62
H: -1.89 -3.71 -0.50
H: -0.72 -4.11 1.31
N: 1.96 -1.50 1.35
C: 1.63 -0.83 2.65
N: 0.84 0.22 2.51
C: 0.65 0.90 3.74
C: -0.19 2.00 3.92
C: -0.69 2.24 5.20
C: -0.31 1.40 6.27
C: 0.63 0.37 6.07
C: 1.13 0.14 4.80
S: 2.03 -1.29 4.26
H: 2.23 -2.47 1.49
H: 2.78 -1.02 0.92
H: -0.43 2.64 3.07
H: -1.39 3.05 5.38
H: -0.76 1.55 7.26
H: 0.93 -0.30 6.87

Values from the calculation:
energy: -2550.0974 hartree
highest occupied orbital energy (spin up / spin down): -5.279 / -5.060 eV
strongest force on any atom: 3.08 eV Å⁻¹
orbital gap (spin up / spin down): 5.2 / 5.1 eV
total charge: 0
M: 424.27 u